Entry 1:
Computed, not measured: 3 unconnected molecules or ions with the total composition C34H59BN4O12PS2, with ωB97M-V/def2-TZVPD.

```
113
Properties=species:S:1:pos:R:3:forces:R:3
C -3.817455 8.336288 2.287056 0.650 -0.476 0.477
C -3.301113 7.195396 3.154940 -0.334 0.594 -0.439
C -3.528027 7.255096 4.527604 0.376 -0.595 0.125
C -3.051361 6.247942 5.373215 -0.268 0.544 -0.738
C -2.359089 5.189069 4.806374 0.049 -0.049 0.331
C -2.138389 5.115889 3.430803 -0.024 -0.197 0.294
C -1.357697 3.950952 2.883989 -0.080 0.734 -0.574
N -2.200926 2.739628 2.616730 0.144 -0.224 0.238
C -3.606565 2.718093 2.980514 -0.965 -0.041 -0.360
C -4.535320 3.262465 1.829427 -0.074 0.880 0.725
C -5.432460 4.420090 2.319103 -0.075 -0.150 -0.128
O -3.721305 3.716874 0.764240 -0.199 -0.757 -0.046
C -3.948882 3.096901 -0.499739 0.068 0.242 -0.716
C -4.798164 3.933337 -1.427490 -0.022 0.201 -0.249
C -6.186179 4.031268 -1.295042 0.653 -0.081 -0.002
C -6.920650 4.792659 -2.192003 -0.065 -0.212 0.205
C -6.294945 5.461363 -3.242864 -0.018 -0.304 0.524
C -4.912741 5.376972 -3.371566 -0.388 0.053 -0.088
C -4.175683 4.618116 -2.469724 -0.111 0.012 0.015
C -1.652544 1.719754 2.041847 0.530 -0.194 -0.562
N -2.303120 0.563733 1.679425 -0.539 0.436 0.675
C -1.751375 -0.546129 2.489800 1.139 -0.494 -0.055
P -2.832162 -2.010310 2.514058 -1.124 -0.246 -0.251
O -3.442045 -2.363267 1.224370 0.391 0.189 0.064
O -3.993482 -1.655149 3.590311 0.886 0.224 -0.243
O -1.952318 -3.121260 3.234015 -0.212 0.588 -0.129
C -0.296245 -0.783161 1.981480 -0.696 0.635 -0.325
C -0.277999 -1.227005 0.508961 -0.187 -1.357 0.111
C -0.082432 -2.777918 0.366444 0.867 0.354 -1.247
C 1.375733 -3.051746 -0.090765 -0.234 -0.507 0.197
C -1.029826 -3.385274 -0.704240 0.203 -0.189 0.407
C 0.423627 0.558687 2.287940 0.233 -0.492 0.388
B 2.003879 0.559859 1.959777 0.513 0.648 -0.098
O 2.875753 1.098448 2.878291 -0.390 -0.875 -0.147
O 2.533569 0.099534 0.773138 -0.718 -0.237 0.523
N -0.272553 1.761056 1.763728 0.083 -0.545 0.242
C -0.026471 2.073288 0.346259 -0.091 0.990 -0.386
C 0.931543 3.253659 0.186644 -0.275 -0.053 -0.064
N 0.756984 4.184596 -0.649808 0.044 -0.129 0.094
C -2.614239 6.120779 2.592768 0.086 -0.032 0.706
H -3.236450 8.397817 1.368604 -0.200 -0.009 -0.131
H -4.875511 8.197880 2.072364 -0.033 0.137 -0.118
H -3.659880 9.262698 2.837458 -0.252 0.123 -0.129
H -4.052233 8.104704 4.944301 -0.028 0.031 -0.006
H -3.222176 6.346288 6.435311 0.106 -0.237 0.073
H -1.965845 4.414125 5.456910 0.047 -0.032 -0.062
H -0.522228 3.668262 3.518673 -0.169 -0.145 0.201
H -0.920147 4.264087 1.936604 -0.066 -0.152 -0.059
H -3.924252 1.697326 3.195508 0.341 -0.076 0.087
H -3.779582 3.268252 3.899967 0.344 0.200 -0.094
H -5.194314 2.444719 1.528318 0.210 -0.107 -0.308
H -5.086566 5.341841 1.858237 0.041 0.016 0.076
H -5.414593 4.543949 3.402583 0.011 -0.016 -0.013
H -6.469072 4.278416 2.011865 0.025 -0.054 0.008
H -4.371023 2.089966 -0.412904 -0.054 0.034 0.325
H -2.970974 2.980765 -0.977253 0.002 -0.007 0.104
H -6.654129 3.485170 -0.483965 -0.254 0.060 -0.072
H -7.994174 4.822556 -2.059551 -0.031 0.149 -0.160
H -6.909266 6.023664 -3.930691 0.151 0.088 -0.124
H -4.439760 5.895790 -4.193932 0.177 -0.034 0.049
H -3.100699 4.542984 -2.585535 0.020 0.022 -0.021
H -3.313244 0.624835 1.661416 0.007 -0.048 0.097
H -1.646263 -0.211784 3.533072 -0.262 -0.194 0.044
H -4.780180 -1.421630 3.082770 -0.250 -0.197 0.089
H -2.150378 -3.981760 2.836988 0.086 -0.151 0.095
H 0.113004 -1.569561 2.620637 0.287 0.117 -0.037
H -1.208261 -0.992732 -0.009210 -0.081 0.339 0.293
H 0.529415 -0.780437 -0.063624 -0.005 0.210 0.230
H -0.173289 -3.282746 1.326961 -0.396 0.046 0.046
H 1.679578 -2.375539 -0.891690 0.014 0.118 0.093
H 1.448291 -4.062728 -0.497126 0.066 -0.003 0.165
H 2.085080 -3.014343 0.742216 0.052 0.270 -0.071
H -1.625428 -2.629012 -1.211748 -0.122 -0.026 0.090
H -0.455717 -3.917352 -1.462498 0.008 0.035 -0.018
H -1.694473 -4.122197 -0.254352 -0.199 0.129 -0.086
H 0.381540 0.654530 3.386482 -0.043 0.112 -0.095
H 2.513112 1.063663 3.768550 0.070 0.443 0.108
H 3.114122 -0.648895 0.954937 0.493 0.220 -0.342
H -0.968541 2.412329 -0.098751 0.002 -0.144 -0.021
H 0.300898 1.225707 -0.255760 0.093 -0.135 0.287
H 1.800235 3.325011 0.843042 -0.002 -0.194 0.057
H -0.094046 4.012668 -1.191319 0.013 0.121 -0.095
H -2.437061 6.072818 1.526584 -0.016 0.021 -0.051
O 1.917167 -6.461777 -0.891309 0.033 0.035 0.178
S 2.446754 -7.713709 -1.352516 0.139 -0.173 -0.539
O 3.045048 -8.624331 -0.428176 -0.087 0.139 0.179
O 3.451669 -7.433131 -2.551233 -0.291 -0.022 0.032
C 4.530061 -6.493029 -2.336161 0.609 0.267 0.175
C 5.644672 -7.087556 -1.500678 -0.123 -0.129 0.257
C 1.220318 -8.565928 -2.285541 -0.037 0.028 -0.041
H 4.142257 -5.574198 -1.891878 -0.171 -0.105 0.031
H 4.906586 -6.242719 -3.324733 -0.173 -0.148 -0.091
H 5.312623 -7.278635 -0.480254 -0.015 0.006 -0.011
H 6.492176 -6.405456 -1.463456 -0.028 0.041 -0.135
H 5.973914 -8.037265 -1.921383 0.036 0.045 -0.068
H 0.785392 -7.879856 -3.006956 0.027 0.003 -0.006
H 0.463738 -8.909064 -1.583345 0.038 0.020 0.051
H 1.686391 -9.414333 -2.778881 0.024 0.005 0.014
O 7.318599 -5.227014 -3.634871 0.011 -0.160 0.005
S 7.666060 -5.110260 -5.021822 0.153 0.442 -0.285
O 7.971259 -6.275871 -5.789457 -0.073 -0.119 0.179
O 8.847717 -4.055162 -5.163805 -0.256 -0.027 -0.044
C 10.037786 -4.260711 -4.371859 0.561 -0.152 0.280
C 10.922601 -5.358792 -4.927216 -0.179 -0.156 -0.097
C 6.432216 -4.176761 -5.863564 -0.021 0.062 0.025
H 9.760327 -4.455861 -3.334676 -0.151 -0.025 -0.059
H 10.565021 -3.309006 -4.394487 -0.184 0.087 -0.113
H 10.444026 -6.333923 -4.847076 0.005 0.010 0.025
H 11.862616 -5.395097 -4.376570 -0.007 0.081 0.019
H 11.135919 -5.183266 -5.981392 0.048 0.051 0.021
H 6.221639 -3.275881 -5.293889 0.029 0.002 -0.001
H 5.544518 -4.802649 -5.927842 0.035 -0.053 0.019
H 6.795119 -3.938387 -6.859507 0.019 -0.019 0.003
```
Positions in Å, forces in eV/Å.

**Calculated total energy**: -3615.34858 hartree
**Net charge**: +1

Results of the Mulliken charge analysis, in e, for atoms 1 through 4:
1. C -1.58
2. C 0.71
3. C -0.59
4. C -0.95

Entry 2:
Computed, not measured: a molecular structure, C34H60N13O4PSr, with ωB97M-V/def2-TZVPD.

```
113
Properties=species:S:1:pos:R:3:forces:R:3
Sr 0.176319 -1.022815 0.995568 0.734 -1.049 1.256
C 3.074019 3.322985 -1.816932 -0.217 -0.213 0.062
C 1.823019 2.794685 -1.085232 0.122 0.354 -0.342
C 1.076419 4.051985 -0.614532 0.035 -0.401 0.059
C -0.368681 3.961185 -0.101032 0.152 0.697 -0.253
C -0.561781 5.114685 0.888568 -0.097 -0.203 -0.023
C -1.369581 4.091185 -1.242632 0.134 -0.131 0.115
N -0.622781 2.610285 0.532868 0.122 -0.422 -0.086
C -1.685681 2.635185 1.566368 -0.637 -0.207 0.428
C -2.491581 1.345585 1.651568 0.097 0.371 -0.046
N -1.706181 0.172685 2.016268 -1.119 0.494 0.398
C -2.262581 -0.953715 1.277768 -1.664 0.051 0.277
C -2.067381 -0.739815 -0.217332 -1.147 0.248 -1.127
O -2.864881 -1.210715 -1.017832 -0.398 -0.275 0.258
O -1.037781 -0.057615 -0.534532 -1.117 1.254 -1.536
C -1.621581 -0.121315 3.470868 0.015 -0.029 0.683
C -2.056681 1.001985 4.419568 -0.101 -0.145 -0.207
C -0.240881 -0.703415 3.834168 -0.154 0.286 0.263
C 1.052319 0.144185 3.931068 0.000 0.004 0.552
C 1.101419 1.021985 5.193268 -0.041 -0.157 -0.145
C 2.189919 -0.875815 4.052468 -0.132 0.063 -0.200
N 1.198219 0.976685 2.712168 -0.015 0.485 -0.165
C 2.575419 1.414285 2.427868 0.133 0.136 -0.164
C 2.672119 2.355585 1.221568 0.058 -0.184 0.212
N 2.119019 1.797885 -0.017532 -0.106 0.068 0.038
C 3.040719 0.804085 -0.588332 -0.083 -0.688 0.225
C 3.025219 -0.646815 -0.042632 0.646 0.364 -0.053
O 3.807419 -1.431015 -0.544732 0.237 0.065 -0.178
O 2.162519 -0.922815 0.851768 4.410 0.333 -0.208
H 2.788719 4.049185 -2.572532 -0.042 0.105 -0.058
H 3.627319 2.538985 -2.319932 0.081 -0.060 -0.019
H 3.739119 3.813485 -1.112132 0.157 0.121 0.083
H 1.201419 2.242485 -1.807232 0.069 0.130 0.063
H 1.047719 4.737285 -1.461232 0.008 0.022 0.006
H 1.691919 4.542485 0.137468 0.006 0.130 -0.015
H -0.193081 6.025385 0.422668 0.103 -0.002 -0.059
H 0.003019 4.957485 1.803368 0.119 0.017 0.154
H -1.600381 5.300985 1.140568 -0.133 -0.009 0.057
H -1.364981 5.101685 -1.639632 0.081 0.075 -0.053
H -2.381481 3.882585 -0.904432 -0.201 -0.053 0.014
H -1.109481 3.396885 -2.038232 -0.011 -0.072 -0.170
H -0.894881 1.929585 -0.202032 0.062 0.088 0.154
H 0.269619 2.180185 0.859268 -0.260 0.074 0.014
H -2.401381 3.416585 1.310068 0.172 0.007 -0.031
H -1.250981 2.895185 2.530968 0.095 0.062 -0.202
H -2.941281 1.170985 0.669168 -0.013 0.103 0.123
H -3.330081 1.510785 2.340368 0.121 0.044 -0.180
H -3.324581 -1.130815 1.491068 0.089 -0.020 -0.077
H -1.720881 -1.858715 1.499368 -0.700 -0.686 0.509
H -2.334081 -0.932615 3.684568 0.104 0.017 -0.082
H -1.540281 1.941385 4.253068 0.060 0.071 0.074
H -1.854781 0.685085 5.440268 0.086 0.000 0.032
H -3.129081 1.183685 4.366168 0.011 0.025 -0.030
H -0.032281 -1.499115 3.117868 -0.095 -0.498 0.893
H -0.362281 -1.189315 4.805468 0.029 -0.171 -0.149
H 0.966419 0.414685 6.084168 -0.031 -0.065 0.137
H 0.348019 1.804285 5.204068 -0.085 0.082 -0.029
H 2.077919 1.495985 5.274668 0.053 0.025 0.000
H 1.951519 -1.589315 4.836368 -0.047 -0.071 0.092
H 3.123919 -0.395515 4.323968 0.145 0.031 -0.010
H 2.328919 -1.412615 3.115568 0.115 -0.098 -0.004
H 0.675319 1.826485 2.924468 -0.031 -0.040 -0.026
H 3.173919 0.534885 2.223968 0.060 0.003 0.177
H 3.008219 1.960585 3.277068 0.071 -0.142 -0.065
H 3.737719 2.603985 1.098168 -0.104 0.114 0.070
H 2.158319 3.282085 1.487268 -0.045 0.015 -0.066
H 4.082419 1.142885 -0.519232 -0.078 -0.008 -0.162
H 2.792319 0.664385 -1.641932 0.083 0.131 -0.040
N -1.733081 -3.670015 3.342668 -0.231 0.174 0.163
C -0.787681 -4.317615 2.610068 0.354 -0.555 0.008
N -0.457281 -5.521215 3.043068 -0.115 -0.175 0.333
C 0.464619 -6.167615 2.325968 -0.297 0.489 -0.213
N 0.829719 -7.391015 2.689868 0.097 -0.165 0.093
N 1.012019 -5.656315 1.210768 0.297 -0.113 -0.121
C 0.641619 -4.441115 0.874168 -0.219 -0.596 0.522
N -0.243181 -3.695915 1.548668 -0.225 0.548 -0.056
C 1.237919 -3.925815 -0.370532 0.567 -0.243 -0.784
C 2.091219 -4.774015 -1.079432 -0.108 0.214 0.121
C 2.636019 -4.343615 -2.273632 -0.122 0.280 -0.003
C 2.320119 -3.068715 -2.712632 -0.074 -0.028 0.076
C 1.493519 -2.285215 -1.922632 -0.004 -0.032 -0.093
N 0.940319 -2.694015 -0.788332 -0.219 -0.648 -0.252
H -2.135781 -4.253715 4.060168 -0.066 -0.009 -0.006
H -2.396681 -3.096215 2.850268 0.039 -0.025 0.004
H 0.404019 -7.834015 3.485368 0.012 0.062 0.014
H 1.510419 -7.886215 2.139968 -0.032 0.023 0.023
H 2.304919 -5.747615 -0.673832 0.032 -0.050 -0.019
H 3.304019 -4.977315 -2.835932 0.033 -0.057 -0.059
H 2.722819 -2.675715 -3.633432 0.091 0.068 -0.037
H 1.260719 -1.259415 -2.191032 0.132 -0.001 -0.106
C -1.270281 -1.074015 -5.999932 0.233 -0.044 -0.548
N -1.988381 -1.570815 -4.753432 -0.143 -0.228 -0.222
C -3.278781 -0.783115 -4.605432 -0.644 0.042 0.109
N -3.013481 0.604685 -4.584032 -0.299 0.150 -0.202
C -2.319781 1.026285 -5.789032 -0.069 0.037 -0.128
N -1.058781 0.322485 -5.943332 -0.068 0.025 -0.440
C -0.086281 0.712785 -4.941932 0.190 0.071 0.576
P -0.608081 0.350885 -3.162432 -0.200 -0.013 -1.363
C -1.147881 -1.419115 -3.546832 0.685 0.201 0.983
C -2.351181 1.036585 -3.372132 0.346 0.131 0.529
H -1.897281 -1.319115 -6.862432 -0.019 -0.092 0.180
H -0.315681 -1.602415 -6.076832 -0.173 -0.050 0.091
H -2.212581 -2.562915 -4.865332 -0.023 0.104 -0.043
H -3.753281 -1.092115 -3.669532 0.120 -0.096 -0.125
H -3.921781 -1.030415 -5.455032 0.161 -0.100 0.041
H -2.128281 2.097885 -5.738332 -0.031 -0.031 -0.033
H -2.952281 0.821185 -6.655832 0.014 0.016 0.026
H 0.103919 1.783585 -5.045032 0.055 -0.008 0.011
H 0.858219 0.199385 -5.142332 0.021 0.049 0.009
H -1.718881 -1.749715 -2.673032 0.047 -0.086 -0.196
H -0.263081 -2.051115 -3.652432 -0.167 0.033 -0.143
H -2.322181 2.128685 -3.373132 0.006 -0.050 0.048
H -2.937881 0.696985 -2.515232 0.047 0.116 0.018
```
Positions in Å, forces in eV/Å.

**Net charge**: +2
**Relative energy (zero: lowest compared OMol25 entry of this formula, charge and spin)**: 4.137 eV

Results of the Mulliken charge analysis, in e, for atoms 1 through 4:
1. Sr 0.77
2. C -1.75
3. C 1.42
4. C -2.77

Q: Number 2 is which compound?
A: C34H60N13O4PSr